Formula: C3H3N4S
Source: the OMol25 dataset
Level of theory: ωB97M-V with the def2-TZVPD basis set

Last column: Löwdin charge in e.
Geometry (Å):
C1 0.041 -0.824 0.166  -0.43
C2 0.067 1.812 -0.284  -0.78
C3 -0.547 0.789 -0.996  -0.15
N1 1.022 -0.789 0.993  -0.05
N2 -0.589 -1.943 -0.001  -0.06
N3 1.051 -2.059 1.434  -0.16
N4 0.080 -2.746 0.849  -0.16
S1 -0.630 3.107 0.501  0.65
H1 1.187 1.873 -0.143  0.07
H2 -1.560 0.611 -0.811  0.04
H3 -0.123 0.168 -1.707  0.03

<S²>: 2.031
Multiplicity: 3
Energy in Eh: -733.174010
Frontier orbital gap (alpha / beta) in eV: 6.2 / 5.8
Max |F| in eV/Å: 4.51
Net charge: -1
Lowest unoccupied orbital energy (alpha / beta) in eV: 3.14 / 0.80

Formula: C3H3N5
Source: the OMol25 dataset
Level of theory: ωB97M-V with the def2-TZVPD basis set

Last column: Löwdin charge in e.
Geometry (Å):
N1 1.703 -0.016 0.946  0.14
C1 1.228 0.048 -0.310  -0.68
N2 1.018 1.274 -0.801  0.15
N3 -0.226 1.664 -0.562  0.06
C2 -1.016 0.846 0.038  -0.21
C3 -1.196 -0.600 0.222  0.01
N4 -0.320 -1.485 -0.701  0.09
N5 0.815 -0.906 -1.168  0.10
H1 2.006 -1.109 1.039  0.11
H2 -2.024 1.318 0.477  0.14
H3 -1.989 -1.034 0.818  0.09

Multiplicity: 1
Energy in Eh: -389.655149
Frontier orbital gap in eV: 8.3
Max |F| in eV/Å: 9.37
Lowest unoccupied orbital energy in eV: -2.06
Relative energy (zero: lowest compared OMol25 entry of this formula, charge and spin) in kJ/mol: 560.63

Formula: C3H3N5
Source: the OMol25 dataset
Level of theory: ωB97M-V with the def2-TZVPD basis set

Last column: Löwdin charge in e.
Geometry (Å):
C1 0.530 -1.351 0.896  -0.16
C2 0.086 -0.270 1.479  -0.05
N1 -0.083 0.535 0.345  -0.13
N2 -0.598 1.636 0.249  0.05
N3 -0.804 1.813 -0.999  -0.04
N4 -0.461 0.801 -1.722  0.05
C3 0.202 -0.127 -0.868  -0.28
N5 0.553 -1.334 -0.540  0.07
H1 1.060 -2.210 1.460  0.13
H2 0.174 -0.061 2.521  0.11
H3 -0.659 0.568 -2.820  0.24

Multiplicity: 1
Energy in Eh: -389.759705
Frontier orbital gap in eV: 9.7
Max |F| in eV/Å: 6.64
Lowest unoccupied orbital energy in eV: 0.62
Relative energy (zero: lowest compared OMol25 entry of this formula, charge and spin) in kJ/mol: 286.12

Formula: C3H3NO
Source: the OMol25 dataset
Level of theory: ωB97M-V with the def2-TZVPD basis set

Last column: Löwdin charge in e.
Geometry (Å):
C1 -1.965 0.266 -0.028  -0.32
C2 0.352 0.290 -0.236  -0.23
C3 1.315 -0.489 0.276  -0.02
N1 -0.942 -0.283 -0.154  0.12
O1 -3.048 0.619 0.325  0.14
H1 2.698 -0.253 -0.321  0.19
H2 0.434 1.164 -0.812  0.08
H3 1.156 -1.313 0.950  0.03

Multiplicity: 1
Energy in Eh: -246.004817
Frontier orbital gap in eV: 10.1
Max |F| in eV/Å: 6.96
Lowest unoccupied orbital energy in eV: 0.44
Relative energy (zero: lowest compared OMol25 entry of this formula, charge and spin) in kJ/mol: 227.70

Formula: C3H3NO
Source: the OMol25 dataset
Level of theory: ωB97M-V with the def2-TZVPD basis set

Last column: Löwdin charge in e.
Geometry (Å):
O1 -0.831 0.487 1.155  -0.07
C1 0.314 -0.050 1.015  -0.31
C2 0.770 -0.263 -0.265  -0.12
C3 -0.897 0.339 -0.838  0.03
N1 0.150 0.630 -1.366  0.12
H1 0.912 -0.318 1.890  0.12
H2 1.528 -0.930 -0.651  0.10
H3 -1.946 0.106 -0.941  0.14

Multiplicity: 1
Energy in Eh: -245.948644
Frontier orbital gap in eV: 8.7
Max |F| in eV/Å: 0.94
Lowest unoccupied orbital energy in eV: 0.30
Relative energy (zero: lowest compared OMol25 entry of this formula, charge and spin) in kJ/mol: 375.18

Formula: C3H3NO
Source: the OMol25 dataset
Level of theory: ωB97M-V with the def2-TZVPD basis set

Last column: Löwdin charge in e.
Geometry (Å):
C1 -0.751 -0.673 -0.041  -0.14
C2 -0.733 0.674 0.012  -0.11
O1 0.553 1.055 0.290  0.01
C3 1.259 -0.090 0.174  -0.22
N1 0.547 -1.161 0.046  0.09
H1 -1.608 -1.325 -0.120  0.10
H2 -1.513 1.409 -0.156  0.12
H3 2.247 0.111 -0.206  0.13

Multiplicity: 1
Energy in Eh: -246.074855
Frontier orbital gap in eV: 10.5
Max |F| in eV/Å: 1.49
Lowest unoccupied orbital energy in eV: 1.05
Relative energy (zero: lowest compared OMol25 entry of this formula, charge and spin) in kJ/mol: 43.81

Formula: C3H3NO
Source: the OMol25 dataset
Level of theory: ωB97M-V with the def2-TZVPD basis set

Last column: Löwdin charge in e.
Geometry (Å):
O1 2.300 -0.110 -0.097  0.06
C1 1.171 0.070 0.287  -0.32
C2 0.037 0.438 -0.431  -0.20
C3 -1.286 -0.282 0.020  -0.05
N1 -1.299 0.939 0.179  0.16
H1 0.796 -0.367 1.298  0.14
H2 0.121 0.505 -1.451  0.09
H3 -1.840 -1.193 0.196  0.12

Multiplicity: 1
Energy in Eh: -245.996532
Frontier orbital gap in eV: 10.3
Max |F| in eV/Å: 4.20
Lowest unoccupied orbital energy in eV: 0.27
Relative energy (zero: lowest compared OMol25 entry of this formula, charge and spin) in kJ/mol: 249.45

Formula: C3H3NO
Source: the OMol25 dataset
Level of theory: ωB97M-V with the def2-TZVPD basis set

Last column: Löwdin charge in e.
Geometry (Å):
O1 1.498 0.705 1.304  0.08
C1 -0.778 0.579 -0.685  0.21
C2 -0.637 -0.679 -0.124  -0.30
N1 0.510 -1.169 0.287  0.10
C3 1.190 0.038 0.358  -0.43
H1 -1.495 1.359 -0.418  0.05
H2 -1.544 -1.292 -0.124  0.13
H3 1.199 0.499 -0.720  0.16

Multiplicity: 1
Energy in Eh: -245.919576
Frontier orbital gap (alpha / beta) in eV: 7.7 / 7.7
Max |F| in eV/Å: 0.85
Lowest unoccupied orbital energy (alpha / beta) in eV: -1.88 / -1.88
Relative energy (zero: lowest compared OMol25 entry of this formula, charge and spin) in kJ/mol: 451.50

Formula: C3H3NO
Source: the OMol25 dataset
Level of theory: ωB97M-V with the def2-TZVPD basis set

Last column: Löwdin charge in e.
Geometry (Å):
C1 -0.227 -1.059 -0.168  0.00
C2 0.638 -0.180 -0.700  -0.21
N1 0.285 1.171 -0.512  0.09
C3 -0.422 1.219 0.515  -0.37
O1 -0.842 1.415 1.584  0.20
H1 0.158 -1.936 0.374  0.07
H2 -1.200 -0.376 0.079  0.11
H3 1.566 -0.374 -1.236  0.11

Multiplicity: 1
Energy in Eh: -246.025932
Frontier orbital gap in eV: 10.2
Max |F| in eV/Å: 3.57
Lowest unoccupied orbital energy in eV: 0.82
Relative energy (zero: lowest compared OMol25 entry of this formula, charge and spin) in kJ/mol: 172.26

Formula: C3H3NO12V2
Source: the OMol25 dataset
Level of theory: ωB97M-V with the def2-TZVPD basis set

Last column: Löwdin charge in e.
Geometry (Å):
O1 2.928 -4.401 2.718  -0.43
V1 2.008 -3.352 2.017  0.67
O2 2.056 -1.953 2.818  -0.33
O3 0.676 0.262 1.516  -0.23
V2 0.709 -0.166 -0.077  0.92
O4 2.129 0.266 -0.602  -0.32
C1 0.882 -3.429 -0.370  -0.94
O5 1.384 -4.515 0.081  0.05
O6 0.868 -2.405 0.307  -0.06
O7 0.346 -3.543 -1.439  0.29
C2 -1.434 -0.587 -1.708  -0.95
O8 -0.254 -0.480 -2.065  0.01
O9 -2.045 -1.546 -2.210  0.22
O10 -1.743 -0.187 -0.559  0.02
C3 -1.630 4.074 -0.412  0.05
N1 -0.685 3.262 0.330  -0.38
O11 -0.149 3.740 1.309  0.10
O12 -0.456 2.098 -0.076  0.01
H1 -2.365 3.421 -0.882  0.11
H2 -1.079 4.773 -1.040  0.11
H3 -2.148 4.666 0.343  0.10

<S²>: 15.794
Multiplicity: 8
Energy in Eh: -2961.501071
Frontier orbital gap (alpha / beta) in eV: 5.2 / 7.1
Max |F| in eV/Å: 6.99
Net charge: -1
Lowest unoccupied orbital energy (alpha / beta) in eV: 1.55 / -0.31

Formula: C3H3NO2
Source: the OMol25 dataset
Level of theory: ωB97M-V with the def2-TZVPD basis set

Last column: Löwdin charge in e.
Geometry (Å):
N1 2.512 -0.879 -0.478  0.17
C1 1.504 -0.365 -0.240  -0.15
C2 0.264 0.300 0.205  -0.36
O1 0.017 1.472 -0.496  0.01
C3 -0.951 -0.631 0.142  -0.16
O2 -2.004 -0.197 -0.252  0.09
H1 0.430 0.489 1.281  0.16
H2 -0.941 1.472 -0.676  0.10
H3 -0.831 -1.663 0.514  0.14

Multiplicity: 1
Energy in Eh: -321.313371
Frontier orbital gap in eV: 11.3
Max |F| in eV/Å: 1.13
Lowest unoccupied orbital energy in eV: 0.10
Relative energy (zero: lowest compared OMol25 entry of this formula, charge and spin) in kJ/mol: 168.75

Formula: C3H3NO2
Source: the OMol25 dataset
Level of theory: ωB97M-V with the def2-TZVPD basis set

Last column: Löwdin charge in e.
Geometry (Å):
O1 -1.828 0.841 0.343  0.06
C1 -0.633 0.272 0.060  -0.40
C2 -0.166 -0.908 0.523  -0.03
O2 1.067 -1.100 -0.034  0.03
C3 1.266 -0.009 -0.792  -0.19
N1 0.296 0.844 -0.787  0.16
H1 -1.660 1.667 0.812  0.11
H2 -0.549 -1.659 1.194  0.13
H3 2.207 0.052 -1.319  0.13

Multiplicity: 1
Energy in Eh: -321.330436
Frontier orbital gap in eV: 10.1
Max |F| in eV/Å: 0.35
Lowest unoccupied orbital energy in eV: 0.82
Relative energy (zero: lowest compared OMol25 entry of this formula, charge and spin) in kJ/mol: 123.95